[1]
10 unconnected molecules or ions with the total composition C36H54F6O27P. Source: the Open Molecules 2025 dataset; level of theory: the ωB97M-V functional and the def2-TZVPD basis.

Results
**LUMO energy**: 1.85 eV
**Max |F|**: 2.36 eV/Å
**E_HOMO**: -9.2 eV
**Gap between HOMO and LUMO**: 11.0 eV
**Energy relative to the best compared isomer or geometry (same formula, charge and spin)**: 56.6 kJ/mol
**Charge**: -1

```
124
Properties=species:S:1:pos:R:3:forces:R:3:lowdin_charge:R:1
P -0.62963 0.53793 -0.15232 0.314 0.485 0.875 0.241
F 0.56215 1.03519 -1.10916 -0.343 -0.203 -0.679 -0.140
F -1.69588 0.57239 -1.35650 0.272 -0.259 0.079 -0.137
F -0.30480 -1.04574 -0.41696 -0.076 0.646 -0.416 -0.157
F -1.77157 0.09413 0.89331 -0.015 -0.043 -0.047 -0.140
F 0.49264 0.52884 1.03622 -0.375 -0.010 0.356 -0.164
F -1.01441 2.11306 0.21144 0.446 -0.696 -0.234 -0.167
C 0.63674 -3.44628 4.77380 1.316 0.250 0.867 -0.003
C 0.05888 -2.03404 4.68362 -0.538 -2.229 -0.552 -0.261
C -0.30226 -1.65157 3.23225 -0.580 0.580 1.650 -0.069
O -1.64584 -1.15588 3.39970 -0.125 0.349 -0.583 0.011
C -2.18817 -1.61289 4.55153 0.416 0.165 -0.323 -0.573
O -3.33951 -1.52769 4.82923 -0.186 -0.008 0.097 0.163
O -1.23315 -2.16401 5.29906 -0.283 0.210 0.713 0.083
H 0.92377 -3.64297 5.81126 -0.146 0.026 0.018 0.089
H 1.57786 -3.57193 4.23030 -0.190 0.098 -0.293 0.086
H -0.05140 -4.24569 4.50943 -0.226 0.302 -0.367 0.093
H 0.62253 -1.30473 5.26428 0.106 0.126 -0.342 0.158
H -0.39318 -2.50842 2.56859 0.572 0.010 -0.092 0.120
H 0.35390 -0.84552 2.92038 -0.218 -0.096 -0.655 0.106
C -0.62667 -4.51200 -0.78353 0.656 0.661 -0.458 -0.017
C -0.85677 -4.91605 0.65607 0.274 -1.438 -1.586 -0.291
C -1.63217 -6.21741 0.80710 -1.126 0.683 -0.199 -0.089
O -1.00070 -6.85019 1.91442 -0.700 -0.308 -0.063 0.085
C 0.22990 -6.34258 2.04138 1.134 -0.403 0.666 -0.589
O 1.06045 -6.73882 2.80417 -0.453 0.043 -0.193 0.159
O 0.42572 -5.34304 1.17618 -0.408 1.280 0.160 0.083
H -0.27152 -5.30958 -1.43917 -0.262 -0.428 0.378 0.095
H 0.20441 -3.80203 -0.82332 -0.217 0.278 0.159 0.072
H -1.48504 -4.04820 -1.26635 -0.146 -0.032 0.240 0.075
H -1.37194 -4.13155 1.21137 0.623 0.156 0.397 0.131
H -1.63451 -6.84045 -0.08815 0.473 -0.150 0.078 0.138
H -2.67875 -5.97859 1.00215 0.039 -0.325 0.401 0.133
C -4.32202 2.26796 -1.10496 -1.239 0.251 0.229 -0.023
C -3.88282 3.65537 -1.48754 1.376 0.015 -0.174 -0.298
C -2.39516 3.69569 -1.89786 0.458 0.158 0.979 -0.106
O -2.38130 4.22406 -3.21401 -0.149 0.070 0.293 0.077
C -3.64607 4.49658 -3.60624 0.823 0.301 -0.166 -0.566
O -3.89832 5.00093 -4.65390 -0.418 -0.128 0.025 0.154
O -4.52775 4.16975 -2.64923 -0.743 -0.288 -0.345 0.091
H -3.84200 1.93572 -0.18504 0.284 0.059 -0.102 0.073
H -4.14900 1.54676 -1.90145 0.192 0.066 -0.041 0.090
H -5.39682 2.29201 -0.89340 0.030 -0.130 -0.061 0.090
H -4.03242 4.41912 -0.72230 -0.290 -0.396 0.267 0.153
H -1.83675 2.76953 -1.83525 -0.488 -0.351 -0.522 0.091
H -1.86883 4.31397 -1.16212 0.118 0.528 -0.536 0.124
C 3.86294 -0.30541 0.44996 -0.161 0.391 -0.137 0.006
C 3.08623 -1.14919 1.43861 0.119 -0.170 -0.271 -0.297
C 2.22550 -2.28276 0.83275 0.704 1.917 0.160 -0.122
O 2.76636 -3.45408 1.37348 0.285 -0.247 0.092 0.062
C 3.78935 -3.16556 2.24331 -0.665 0.025 -1.060 -0.553
O 4.35727 -4.01137 2.83753 0.489 -0.077 0.574 0.175
O 4.03492 -1.83905 2.26176 -0.225 -0.383 0.521 0.092
H 4.50057 0.41548 0.96337 -0.132 0.079 0.039 0.091
H 3.17360 0.23178 -0.20902 -0.087 0.094 0.139 0.081
H 4.52536 -0.88115 -0.19989 -0.110 -0.374 0.202 0.093
H 2.38156 -0.58906 2.05085 0.630 0.555 0.278 0.121
H 2.33807 -2.11759 -0.24041 -0.359 -1.071 -0.191 0.134
H 1.22075 -2.07976 1.18418 -0.277 -0.654 -0.463 0.081
C 1.95812 4.05534 -1.03874 -0.433 0.136 -1.600 -0.020
C 3.27312 4.57242 -0.49708 -1.376 -0.737 1.346 -0.300
C 3.65216 3.81119 0.80610 -0.134 0.920 -0.233 -0.073
O 4.90879 3.23121 0.48891 -0.145 -0.505 1.091 0.082
C 5.28371 3.53790 -0.74154 1.099 -0.303 -1.165 -0.583
O 6.30040 3.17908 -1.26309 -0.656 0.435 0.437 0.166
O 4.34620 4.28372 -1.36321 0.117 0.584 -0.342 0.074
H 1.68417 4.55611 -1.97635 0.182 0.281 0.141 0.096
H 1.09338 4.20633 -0.39245 0.271 -0.064 0.381 0.082
H 1.98476 3.01267 -1.36438 0.181 -0.112 0.597 0.066
H 3.16364 5.63449 -0.26616 0.470 0.077 -0.416 0.151
H 2.89910 3.07269 1.07580 0.283 -0.303 -0.108 0.110
H 3.77321 4.50657 1.63896 0.117 -0.163 0.042 0.133
C 0.52395 3.28428 2.75102 -0.210 0.714 -0.501 -0.028
C -0.97313 3.33210 2.94663 0.377 0.369 -0.863 -0.312
C -1.63581 2.06058 3.50144 0.585 1.559 -0.875 -0.069
O -2.39546 2.60369 4.58027 -0.297 -1.247 0.390 0.085
C -2.13417 3.89859 4.80631 -0.079 0.496 -0.142 -0.576
O -2.62832 4.54736 5.67511 0.100 -0.160 0.006 0.153
O -1.27596 4.38011 3.88708 -0.028 -0.503 0.372 0.085
H 1.01847 3.02168 3.68545 0.210 -0.089 -0.139 0.099
H 0.80875 4.28980 2.42598 0.226 0.086 0.417 0.086
H 0.80997 2.67204 1.89703 -0.161 -0.502 0.378 0.048
H -1.44437 3.65487 2.01774 -0.009 -0.225 -0.059 0.138
H -0.85817 1.34299 3.76227 -0.336 -0.096 0.672 0.125
H -2.24778 1.63929 2.70995 -0.363 -0.254 0.418 0.109
C -4.64728 -0.62657 1.71008 0.288 -0.601 0.084 -0.009
C -4.47281 -1.41302 0.40658 -0.257 1.780 0.288 -0.290
C -3.19726 -2.25342 0.19762 -1.389 1.235 -0.095 -0.095
O -3.73420 -3.54737 -0.03243 0.677 -1.304 0.621 0.046
C -5.07888 -3.58052 0.03407 -0.452 1.011 -0.693 -0.559
O -5.77446 -4.50727 -0.23428 0.362 -0.340 0.362 0.159
O -5.54578 -2.34792 0.31014 -0.028 -0.289 -0.103 0.095
H -4.48255 -1.27330 2.57410 -0.076 0.120 0.082 0.077
H -5.65531 -0.21579 1.74613 -0.087 -0.155 -0.024 0.090
H -3.96388 0.21753 1.77997 0.162 -0.146 -0.131 0.059
H -4.56998 -0.63612 -0.35900 -0.159 -0.504 -0.463 0.136
H -2.61688 -2.06334 1.10074 0.481 -1.022 -0.149 0.110
H -2.68890 -1.98201 -0.72330 0.352 0.213 0.309 0.112
C 4.37406 2.60211 -4.22097 0.973 0.240 0.381 -0.001
C 4.08264 1.59343 -3.13598 -0.632 0.614 0.580 -0.313
C 3.10674 0.46586 -3.47696 0.051 0.971 -0.164 -0.084
O 3.89517 -0.70762 -3.29390 -0.842 -0.456 -0.180 0.077
C 5.10893 -0.39590 -2.82783 1.042 0.319 0.114 -0.598
O 5.96677 -1.17300 -2.54703 -0.234 -0.458 -0.007 0.152
O 5.28523 0.93184 -2.72635 -0.467 -0.225 -0.425 0.087
H 5.01862 3.35775 -3.76268 0.015 0.001 -0.176 0.078
H 3.52097 3.13358 -4.63670 -0.296 -0.357 0.090 0.093
H 4.96376 2.12341 -5.00510 -0.216 -0.011 -0.163 0.096
H 3.71655 2.08757 -2.23319 0.016 0.169 -0.229 0.115
H 2.70530 0.58968 -4.48132 0.417 -0.537 -0.214 0.125
H 2.22795 0.52043 -2.83307 0.194 -0.552 0.294 0.107
C 0.40771 -2.04083 -3.74544 0.296 0.203 0.097 -0.015
C -0.33688 -1.08652 -4.66021 -0.259 -1.205 0.460 -0.306
C -1.70691 -0.64512 -4.12608 0.606 -0.538 0.163 -0.087
O -1.69377 0.76051 -4.33358 -0.515 0.078 -0.107 0.075
C -0.46802 1.16965 -4.70416 0.248 0.416 0.166 -0.567
O -0.13720 2.29819 -4.87253 -0.133 0.111 0.011 0.168
O 0.37767 0.13116 -4.83270 -0.212 -0.430 -0.215 0.070
H -0.15353 -2.96767 -3.61490 -0.071 0.008 -0.132 0.086
H 0.57794 -1.62500 -2.75027 -0.068 0.154 -0.048 0.072
H 1.37523 -2.28311 -4.18781 -0.002 -0.074 0.066 0.091
H -0.46625 -1.61694 -5.60672 0.161 0.471 -0.325 0.150
H -1.79968 -0.87713 -3.06547 0.010 0.279 0.051 0.104
H -2.51386 -1.15774 -4.64743 -0.143 0.456 -0.204 0.135
```
Positions in Å, forces in eV/Å.

[2]
A gas-phase ion, C36H54N11O6 (charge +1). Source: the Open Molecules 2025 dataset; level of theory: the ωB97M-V functional and the def2-TZVPD basis.

Results
**LUMO energy**: -1.56 eV
**Max |F|**: 0.81 eV/Å
**E_HOMO**: -10.6 eV
**Gap between HOMO and LUMO**: 9.0 eV
**Energy relative to the best compared isomer or geometry (same formula, charge and spin)**: 52.3 kJ/mol
**Charge**: +1

```
107
Properties=species:S:1:pos:R:3:forces:R:3:nbo_charge:R:1
C -2.34789 -3.71326 0.28202 0.265 0.234 0.484 -0.179
C -2.01388 -3.06578 1.23266 -0.186 -0.167 -0.285 -0.087
C -1.62071 -2.26582 2.38023 0.359 0.139 0.367 -0.152
H -1.59291 -2.90161 3.27697 0.040 0.151 -0.091 0.207
H -0.62726 -1.84596 2.18833 -0.139 -0.199 0.178 0.258
O -2.44924 -1.12778 2.62707 0.320 -0.084 -0.288 -0.565
C -3.74294 -1.39052 3.12847 -0.684 -0.078 -0.082 -0.078
H -3.70747 -2.16498 3.90414 0.032 0.070 -0.014 0.189
C -4.74861 -1.80004 2.04905 0.237 -0.008 0.127 -0.106
H -5.75180 -1.83275 2.49470 0.057 -0.011 0.025 0.186
H -4.50095 -2.79028 1.65005 -0.124 0.118 0.074 0.196
O -4.68738 -0.82022 1.02974 0.193 -0.051 0.309 -0.559
C -5.74610 -0.84692 0.10118 -0.042 -0.183 -0.456 -0.092
H -5.61193 0.06411 -0.48769 -0.129 -0.068 0.014 0.193
H -6.71548 -0.79300 0.61551 0.035 0.038 -0.061 0.184
C -5.75523 -2.08646 -0.81376 -0.130 0.216 0.370 -0.092
H -6.53698 -1.94895 -1.57238 -0.001 -0.037 0.074 0.185
O -4.50933 -2.36582 -1.40472 0.337 0.023 -0.006 -0.553
C -4.07398 -1.47310 -2.41537 0.279 0.064 -0.142 -0.072
H -4.67216 -0.55775 -2.41814 0.012 0.006 -0.004 0.176
H -4.17543 -1.95910 -3.39433 -0.006 0.102 0.081 0.191
C -2.60049 -1.12976 -2.16515 -0.436 -0.181 -0.213 -0.237
N -2.44010 -0.57516 -0.84536 -0.213 -0.036 0.285 -0.573
C -1.96745 0.63019 -0.58873 0.017 0.253 0.103 0.693
N -1.59784 1.43261 -1.55854 0.030 -0.093 -0.328 -0.626
C -1.11117 2.63673 -1.20859 -0.345 -0.398 0.573 0.653
N -0.75024 3.47570 -2.16436 -0.011 -0.050 0.043 -0.358
C -0.14304 4.76108 -1.89813 0.515 0.389 0.036 -0.252
C 1.27025 4.76967 -2.49887 -0.233 0.115 0.292 -0.075
O 1.22829 4.47811 -3.87221 0.065 0.205 -0.179 -0.517
C 0.67484 3.20273 -4.10324 -0.286 -0.250 0.028 -0.095
C -0.76187 3.12332 -3.56669 0.323 -0.139 -0.564 -0.255
H -1.16220 2.11787 -3.67494 0.004 0.115 -0.081 0.241
H -1.39378 3.84163 -4.09894 -0.013 -0.075 0.020 0.206
H 0.68633 3.05688 -5.18383 -0.049 -0.066 0.034 0.197
H 1.28107 2.42812 -3.61000 -0.150 0.201 -0.118 0.207
H 1.89159 4.03033 -1.97145 -0.020 0.060 0.001 0.169
H 1.71928 5.75896 -2.40439 -0.023 -0.066 0.087 0.206
H -0.74469 5.53690 -2.38215 0.018 -0.025 0.060 0.208
H -0.11341 4.92941 -0.82423 -0.003 0.061 -0.130 0.243
N -1.00200 3.05627 0.06878 0.130 0.140 -0.052 -0.620
C -1.38645 2.24699 1.02576 -0.161 0.034 -0.444 0.674
N -1.89179 1.00919 0.73489 -0.072 0.056 -0.052 -0.618
N -1.33658 2.68792 2.29118 -0.104 -0.133 -0.015 -0.391
H 3.08153 0.47603 -2.58042 0.052 -0.029 -0.119 0.357
C -1.41786 1.84726 3.46266 0.096 -0.226 0.128 -0.232
H -1.86251 2.44846 4.25968 -0.027 -0.102 -0.059 0.214
C 0.00900 1.38919 3.84336 -0.085 -0.329 0.211 -0.242
N 0.95017 2.42380 3.45788 -0.182 0.227 0.173 -0.435
C 2.10460 2.27203 2.76938 0.036 -0.348 0.140 0.689
O 2.73190 3.21403 2.33659 0.278 0.164 -0.213 -0.609
C 2.57819 0.82481 2.52605 0.297 0.400 0.398 -0.129
N 1.91983 0.37343 1.32410 -0.163 -0.107 -0.783 -0.161
C 2.29883 0.52690 0.04153 -0.532 -0.144 -0.295 -0.024
C 1.36242 -0.18319 -0.68689 0.388 0.513 0.095 0.080
N 0.47019 -0.68655 0.18781 -0.063 -0.159 -0.011 -0.275
N 0.81403 -0.35427 1.38423 -0.111 -0.231 0.741 -0.120
C 1.36573 -0.52657 -2.13844 0.194 -0.409 0.040 -0.073
N 2.10656 0.49411 -2.86479 0.066 0.048 0.023 -0.832
H 2.08371 0.28235 -3.85662 0.115 0.034 0.067 0.371
H -2.14267 0.31584 1.44039 0.011 0.050 0.093 0.462
H 0.33613 -0.51744 -2.51336 0.006 -0.027 0.041 0.206
C 1.94321 -1.96752 -2.28292 -0.343 0.106 -0.281 -0.211
C 2.27515 -2.28548 -3.74020 0.127 0.056 0.315 -0.618
H 2.55878 -3.33028 -3.83106 0.019 -0.123 -0.094 0.223
H 3.11010 -1.69031 -4.10397 0.044 0.007 -0.099 0.208
H 1.40988 -2.10932 -4.37797 -0.114 -0.001 -0.118 0.199
C 0.96192 -3.00535 -1.72179 0.250 0.034 0.208 -0.412
C 1.67257 -4.24867 -1.20026 -0.218 0.113 -0.117 -0.604
H 2.28092 -4.71015 -1.97434 0.106 -0.113 -0.050 0.204
H 0.94724 -4.97959 -0.85113 -0.009 -0.149 0.050 0.211
H 2.31865 -3.98302 -0.36635 0.109 0.011 0.111 0.198
H 0.38921 -2.56514 -0.90330 -0.065 -0.155 -0.153 0.230
H 0.25937 -3.28809 -2.50886 -0.119 0.029 -0.078 0.189
H 2.87136 -2.00626 -1.69832 -0.018 0.049 0.039 0.204
H 3.13861 1.11582 -0.24887 0.255 0.140 -0.045 0.237
H 2.25191 0.16711 3.33444 0.002 0.039 -0.193 0.235
C 4.10624 0.75054 2.37446 -0.090 -0.083 -0.069 -0.423
C 4.52362 -0.49834 1.64108 0.152 0.008 0.168 -0.067
C 4.13434 -1.75364 2.09081 0.122 0.118 -0.114 -0.203
C 4.45013 -2.89505 1.37780 0.029 -0.145 -0.093 -0.246
C 5.16850 -2.80199 0.19078 -0.133 0.270 0.220 0.296
C 5.58438 -1.54997 -0.25473 0.025 -0.337 -0.117 -0.268
C 5.26375 -0.41849 0.46664 -0.021 -0.113 0.196 -0.184
H 5.60188 0.54503 0.11281 0.018 0.134 -0.049 0.214
H 6.15759 -1.48950 -1.16583 0.096 0.017 -0.123 0.232
O 5.47919 -3.88455 -0.56154 0.084 -0.167 -0.144 -0.658
H 5.17897 -4.69466 -0.13168 0.011 0.115 -0.019 0.485
H 4.14001 -3.86442 1.74494 -0.027 -0.095 0.022 0.208
H 3.57758 -1.85096 3.01159 -0.086 -0.019 0.119 0.207
H 4.45321 1.63854 1.84312 -0.030 -0.025 0.086 0.245
H 4.54425 0.77287 3.37476 -0.036 0.115 -0.012 0.239
C 0.41392 3.76172 3.61433 0.073 0.192 -0.059 -0.248
C -0.70763 3.96914 2.58000 0.190 0.399 -0.028 -0.223
H -1.46101 4.66320 2.96305 0.040 0.009 -0.040 0.209
H -0.30472 4.35739 1.64624 -0.040 0.011 0.224 0.254
H 1.21960 4.47706 3.44935 -0.172 -0.040 0.079 0.264
H 0.04415 3.86945 4.63672 0.020 0.007 -0.025 0.200
H 0.22070 0.46270 3.31093 -0.043 0.158 0.190 0.242
H 0.06782 1.21292 4.92381 -0.074 -0.045 -0.050 0.203
H -2.04792 0.97706 3.29811 -0.008 0.067 0.078 0.235
H -2.78098 -1.15519 -0.08598 0.046 0.158 -0.026 0.449
H -2.25094 -0.40144 -2.89567 0.013 -0.130 -0.002 0.240
H -2.00396 -2.04349 -2.22864 0.047 0.045 -0.087 0.212
H -5.99131 -2.98005 -0.23150 -0.105 0.066 -0.061 0.197
H -4.07040 -0.44819 3.57793 -0.020 -0.122 0.008 0.196
H -2.65053 -4.28139 -0.54652 -0.191 -0.331 -0.496 0.245
```
Positions in Å, forces in eV/Å.

Which of these has the lowest LUMO energy?
C36H54N11O6

What is the LUMO energy in the second record?
-1.56 eV

Which of these has the lowest LUMO energy?
C36H54N11O6

What is the formula in the second record?
C36H54N11O6